Entry 1:
Here is C45H37IrN6O5 as an isolated structure from the OMol25 dataset. Energies are from ωB97M-V with the def2-TZVPD basis set.

CARTESIAN COORDINATES (ANGSTROEM)
Ir 0.469 0.429 -0.037
C 3.934 -1.576 -1.751
O 4.757 -0.557 -1.193
C 4.516 -0.275 0.122
C 5.536 -0.468 1.036
C 5.358 -0.160 2.380
C 4.145 0.337 2.804
C 3.094 0.532 1.900
C 1.859 1.068 2.438
N 0.738 1.106 1.817
N -0.365 1.623 2.471
C -1.434 1.413 1.759
O -1.402 0.934 0.541
C -2.757 1.765 2.308
C -3.882 1.669 1.493
C -5.133 1.984 2.000
C -5.261 2.396 3.319
C -4.139 2.492 4.133
C -2.888 2.176 3.633
C 3.282 0.235 0.538
O 2.364 0.496 -0.415
H 4.511 -2.040 -2.550
H 3.011 -1.159 -2.161
H 3.689 -2.324 -0.994
H 6.471 -0.868 0.667
H 6.162 -0.318 3.085
H 3.989 0.583 3.846
H 1.857 1.445 3.456
H -3.768 1.348 0.466
H -6.006 1.909 1.367
H -6.237 2.641 3.716
H -4.242 2.808 5.162
H -2.008 2.233 4.258
C 0.574 4.642 -0.925
C 1.055 4.640 -2.223
C 1.227 3.433 -2.882
C 0.927 2.256 -2.225
N 0.487 2.273 -0.950
C 0.308 3.432 -0.313
C 0.940 0.921 -2.856
C 1.343 0.671 -4.154
C 1.157 -0.603 -4.670
C 0.501 -1.559 -3.920
C 0.099 -1.247 -2.626
N 0.411 -0.056 -2.097
C -0.782 -2.102 -1.802
C -1.117 -3.406 -2.125
C -2.030 -4.062 -1.309
C -2.563 -3.399 -0.219
C -2.161 -2.090 0.030
N -1.295 -1.465 -0.749
H 0.414 5.560 -0.380
H 1.287 5.569 -2.725
H 1.581 3.416 -3.902
H -0.043 3.372 0.709
H 1.786 1.445 -4.762
H 1.482 -0.831 -5.676
H 0.278 -2.530 -4.339
H -0.671 -3.920 -2.965
H -2.307 -5.086 -1.524
H -3.274 -3.879 0.438
H -2.533 -1.532 0.881
C -0.274 -8.390 -1.587
C 0.524 -7.128 -1.779
C 1.177 -6.909 -2.986
C 1.916 -5.755 -3.197
C 2.026 -4.822 -2.183
C 1.373 -5.020 -0.966
N 1.433 -3.980 -0.016
C 1.703 -4.096 1.337
C 2.400 -5.198 1.837
C 2.633 -5.330 3.194
C 2.172 -4.375 4.093
C 1.480 -3.281 3.607
C 1.251 -3.118 2.244
C 0.511 -1.891 1.821
O -0.354 -1.373 2.497
O 0.938 -1.393 0.673
C 0.593 -6.167 -0.760
C -0.203 -6.348 0.503
H -0.139 -9.063 -2.432
H -1.342 -8.182 -1.495
H 0.028 -8.917 -0.681
H 1.110 -7.657 -3.767
H 2.429 -5.601 -4.138
H 2.626 -3.931 -2.313
H 1.206 -3.047 -0.322
H 2.764 -5.947 1.145
H 3.183 -6.190 3.554
H 2.349 -4.485 5.153
H 1.093 -2.526 4.279
H 0.353 -6.917 1.253
H -1.129 -6.888 0.308
H -0.452 -5.388 0.953

Values from the calculation:
2S+1: 2
DFT total energy in Eh: -2545.9637
ΔE to the lowest compared entry with this formula, charge and spin in eV: 0.049
Net charge: +1
HOMO (spin up / spin down) in eV: -9.62 / -9.62
Molecular weight in g mol⁻¹: 934.05

Results of the Mulliken charge analysis, in e, for atoms 1 through 5: number 1, Ir, carries 1.377; number 2, C, carries -0.976; number 3, O, carries -0.568; number 4, C, carries 0.161; number 5, C, carries -0.419

Entry 2:
Here is C39H52BrIrN3OSeSi as an isolated structure at a distorted geometry from the OMol25 dataset. Energies are from ωB97M-V with the def2-TZVPD basis set.

CARTESIAN COORDINATES (ANGSTROEM)
Ir 0.054 -0.055 -1.244
O 0.930 -4.121 -5.816
C 0.518 -3.277 -4.868
C -0.433 -3.600 -3.895
C -0.825 -2.642 -2.991
N -0.321 -1.398 -2.959
C 0.608 -1.114 -3.888
Br 1.328 0.644 -3.732
C 1.053 -1.981 -4.849
H 0.496 -4.981 -5.734
H -0.859 -4.589 -3.852
H -1.575 -2.858 -2.250
H 1.798 -1.690 -5.570
C 2.871 4.590 -1.901
C 2.041 4.226 -0.667
C 2.289 5.235 0.459
C 0.571 4.161 -1.028
C -0.026 5.299 -1.553
C -1.342 5.300 -1.969
C -2.067 4.126 -1.927
C -1.515 2.961 -1.419
C -2.373 1.721 -1.376
C -2.861 1.325 -2.770
C -3.542 1.914 -0.415
C -0.204 2.988 -0.911
N 0.316 1.860 -0.254
C 0.838 2.044 0.912
C 1.486 1.093 1.752
C 2.001 1.571 2.965
C 2.574 0.734 3.892
C 2.606 -0.641 3.647
C 2.127 -1.147 2.468
C 1.594 -0.303 1.463
N 1.207 -0.798 0.285
C 1.304 -2.155 -0.054
C 2.408 -2.610 -0.808
C 2.431 -3.933 -1.221
C 1.415 -4.808 -0.879
C 0.375 -4.378 -0.073
C 0.304 -3.065 0.361
C -0.826 -2.603 1.251
C -2.059 -2.280 0.406
C -1.170 -3.615 2.346
C 3.608 -1.720 -1.038
C 4.158 -1.773 -2.463
C 4.702 -2.153 -0.054
H 3.929 4.567 -1.650
H 2.631 5.586 -2.262
H 2.690 3.880 -2.705
H 2.385 3.244 -0.328
H 2.009 6.237 0.148
H 3.342 5.242 0.730
H 1.706 4.989 1.345
H 0.546 6.210 -1.622
H -1.796 6.204 -2.342
H -3.088 4.116 -2.272
H -1.758 0.864 -0.988
H -3.486 2.097 -3.207
H -3.448 0.412 -2.707
H -2.017 1.150 -3.435
H -4.214 2.687 -0.780
H -3.178 2.205 0.568
H -4.106 0.990 -0.317
H 0.749 3.038 1.351
H 1.936 2.630 3.159
H 2.980 1.131 4.806
H 3.010 -1.310 4.390
H 2.137 -2.210 2.281
H 3.263 -4.290 -1.807
H 1.450 -5.831 -1.217
H -0.381 -5.085 0.233
H -0.526 -1.674 1.752
H -2.445 -3.168 -0.092
H -1.791 -1.522 -0.343
H -2.846 -1.867 1.030
H -1.677 -4.489 1.943
H -1.833 -3.146 3.070
H -0.266 -3.943 2.859
H 3.329 -0.684 -0.817
H 4.582 -2.747 -2.690
H 4.951 -1.036 -2.571
H 3.386 -1.555 -3.196
H 4.985 -3.186 -0.240
H 4.356 -2.070 0.974
H 5.584 -1.530 -0.173
C -2.948 -0.790 5.453
Si -3.648 0.252 4.019
C -4.372 1.911 4.615
C -4.887 -0.726 2.944
Se -1.830 0.756 2.666
H -3.587 -0.718 6.326
H -1.956 -0.449 5.735
H -2.872 -1.840 5.185
H -5.157 1.739 5.344
H -4.798 2.480 3.793
H -3.611 2.527 5.084
H -5.861 -0.780 3.419
H -4.550 -1.746 2.785
H -5.019 -0.257 1.973

Values from the calculation:
2S+1: 5
DFT total energy in Eh: -7125.8650
Net charge: +1
HOMO (spin up / spin down) in eV: -9.60 / -10.17
Molecular weight in g mol⁻¹: 958.03

Results of the Mulliken charge analysis, in e, for atoms 1 through 5: number 1, Ir, carries 1.565; number 2, O, carries -0.535; number 3, C, carries 0.903; number 4, C, carries -0.719; number 5, C, carries -0.698

Entry 3:
Here is a 8-piece molecular cluster, C24H42F6O21P overall at a distorted geometry from the OMol25 dataset. Energies are from ωB97M-V with the def2-TZVPD basis set.

CARTESIAN COORDINATES (ANGSTROEM)
P 0.573 -0.451 1.669
F 0.657 0.936 0.872
F 2.231 -0.586 1.515
F 0.785 0.344 3.024
F 0.511 -1.869 2.527
F -1.067 -0.244 1.919
F 0.237 -1.245 0.286
C -2.517 5.821 1.391
C -3.447 4.717 1.850
C -2.916 4.052 3.060
O -3.437 4.842 4.068
C -4.571 5.409 3.719
O -5.286 6.197 4.354
O -4.660 5.207 2.400
H -1.629 5.306 1.025
H -2.297 6.469 2.239
H -2.970 6.555 0.724
H -3.585 4.064 0.988
H -1.831 4.147 3.102
H -3.213 3.019 3.242
C -0.552 0.309 8.045
C -1.773 -0.119 7.220
C -1.736 -1.615 7.192
O -3.114 -2.005 7.248
C -3.783 -1.084 7.907
O -4.934 -1.276 8.357
O -3.003 0.159 7.971
H -0.446 -0.132 9.036
H -0.727 1.384 8.092
H 0.445 0.170 7.625
H -1.700 0.349 6.238
H -1.058 -2.064 7.918
H -1.482 -1.778 6.145
C -4.177 -6.325 -1.730
C -2.748 -6.050 -1.359
C -2.501 -5.802 0.116
O -1.756 -6.925 0.484
C -1.400 -7.681 -0.540
O -0.740 -8.704 -0.445
O -2.056 -7.281 -1.594
H -4.586 -7.232 -1.286
H -4.311 -6.543 -2.789
H -4.729 -5.397 -1.576
H -2.286 -5.299 -2.000
H -3.508 -5.762 0.530
H -1.916 -4.887 0.210
C 5.766 0.750 -8.010
O 5.169 -0.562 -7.880
C 4.326 -0.885 -6.875
O 3.724 -2.014 -6.787
O 4.231 0.109 -5.898
C 3.268 0.022 -4.806
H 6.350 1.141 -7.177
H 4.921 1.399 -8.239
H 6.359 0.769 -8.924
H 3.468 0.846 -4.121
H 3.225 -0.886 -4.205
H 2.272 0.363 -5.088
C 4.309 -5.997 -1.043
O 4.063 -6.160 -2.417
C 3.769 -7.338 -2.999
O 3.426 -7.420 -4.195
O 4.002 -8.270 -2.162
C 3.595 -9.604 -2.512
H 4.168 -4.929 -0.872
H 5.357 -6.180 -0.809
H 3.752 -6.715 -0.440
H 3.999 -10.325 -1.802
H 4.020 -9.867 -3.481
H 2.538 -9.691 -2.762
C -5.527 2.111 -6.812
O -4.602 2.560 -5.837
C -3.863 3.722 -5.926
O -3.934 4.506 -6.882
O -2.835 3.751 -5.107
C -2.737 2.912 -3.910
H -5.708 1.037 -6.846
H -5.230 2.400 -7.820
H -6.454 2.638 -6.586
H -2.093 3.267 -3.106
H -2.329 1.926 -4.132
H -3.694 2.767 -3.409
C 3.495 9.623 3.167
O 3.370 8.247 2.704
C 4.275 7.220 3.077
O 5.351 7.362 3.772
O 3.633 6.022 2.776
C 4.151 4.802 3.271
H 4.182 9.811 3.992
H 2.505 9.951 3.484
H 3.943 10.205 2.363
H 3.801 3.905 2.761
H 3.996 4.860 4.348
H 5.236 4.742 3.176

Values from the calculation:
DFT total energy in Eh: -3460.4871
Net charge: -1
HOMO in eV: -8.94
Molecular weight in g mol⁻¹: 811.54

Results of the Mulliken charge analysis, in e, for atoms 1 through 5: number 1, P, carries 1.250; number 2, F, carries -0.360; number 3, F, carries -0.390; number 4, F, carries -0.352; number 5, F, carries -0.382

Entry 4:
Here is C31H47BrCdN2P2 as an isolated structure at a distorted geometry from the OMol25 dataset. Energies are from ωB97M-V with the def2-TZVPD basis set.

CARTESIAN COORDINATES (ANGSTROEM)
N -4.969 -1.177 3.225
C -4.267 -0.217 3.835
C -3.950 0.988 3.204
C -4.373 1.201 1.867
C -5.158 0.187 1.256
C -5.429 -0.974 1.987
C -3.965 2.361 1.122
Cd 0.276 0.848 -2.161
P 2.940 0.617 -2.049
C -4.154 2.457 -0.235
C -3.120 2.896 -1.116
C -3.121 2.429 -2.459
C -1.937 2.364 -3.166
C -0.751 2.723 -2.481
C -0.783 3.526 -1.313
C -1.970 3.568 -0.605
Br 0.901 3.280 -3.845
H -3.481 3.161 1.681
H -5.093 2.154 -0.689
H -3.296 1.704 3.698
H -5.472 0.240 0.210
H -3.920 -0.408 4.855
H -6.017 -1.772 1.529
H -4.067 2.089 -2.891
H -2.054 4.084 0.357
H -1.882 2.062 -4.210
H 0.105 4.072 -0.991
P -0.488 -1.985 -0.851
C 3.260 2.247 -1.215
C 4.066 3.323 -1.926
H 3.752 1.977 -0.269
H 2.271 2.654 -0.953
H 4.200 4.167 -1.231
H 5.065 2.978 -2.226
H 3.537 3.719 -2.802
C 3.095 0.735 -3.884
C 4.441 0.870 -4.578
H 2.429 1.565 -4.197
H 2.612 -0.193 -4.246
H 4.271 1.024 -5.653
H 5.031 1.718 -4.220
H 5.037 -0.042 -4.478
C 4.362 -0.438 -1.553
C 5.744 0.205 -1.478
H 4.375 -1.275 -2.265
H 4.081 -0.860 -0.576
H 6.486 -0.570 -1.250
H 6.052 0.674 -2.420
H 5.818 0.956 -0.685
C 0.416 -3.252 0.174
C 1.881 -3.436 -0.210
H -0.119 -4.207 0.067
H 0.344 -2.946 1.226
H 2.324 -4.232 0.404
H 1.998 -3.728 -1.262
H 2.469 -2.524 -0.038
C -0.598 -3.054 -2.367
C -1.495 -2.500 -3.472
H -0.973 -4.035 -2.036
H 0.431 -3.196 -2.734
H -1.334 -3.080 -4.389
H -2.556 -2.588 -3.208
H -1.279 -1.447 -3.696
C -2.230 -2.323 -0.243
C -2.449 -2.790 1.194
H -2.682 -3.050 -0.937
H -2.746 -1.361 -0.397
H -3.489 -3.124 1.316
H -1.803 -3.631 1.480
H -2.309 -1.975 1.919
N 0.413 -0.942 2.754
C 0.421 -0.654 4.087
C 1.579 -0.103 4.692
C 1.548 0.282 6.030
C 0.390 0.094 6.801
C -0.742 -0.497 6.222
C -0.727 -0.893 4.882
H 1.237 -0.779 2.192
H -0.451 -1.087 2.248
H 2.479 0.035 4.083
H 2.432 0.742 6.475
H 0.371 0.400 7.850
H -1.645 -0.660 6.814
H -1.596 -1.375 4.422

Values from the calculation:
DFT total energy in Eh: -4742.7547
ΔE to the lowest compared entry with this formula, charge and spin in eV: 4.136
Net charge: +2
HOMO (spin up / spin down) in eV: -11.75 / -11.75
Molecular weight in g mol⁻¹: 702.00

Results of the Mulliken charge analysis, in e, for atoms 1 through 5: number 1, N, carries -0.461; number 2, C, carries -0.609; number 3, C, carries -0.414; number 4, C, carries 0.945; number 5, C, carries -0.299